A molecular structure, C18H41O2P3Yb, computed with ωB97M-V/def2-TZVPD.

The geometry in ORCA input format:
```
! RIJCOSX wB97M-V def2-TZVPD def2/J DEFGRID3
* xyz 3 2
Yb -1.544 1.614 -0.798
P 2.608 -1.357 2.227
P 0.956 2.357 0.870
P -1.497 -1.536 0.611
H -0.829 3.390 -3.739
C -1.718 2.783 -3.450
C -2.452 3.068 -2.355
H -2.130 3.869 -1.646
C 4.065 -2.370 2.453
C 2.856 0.225 3.030
C 1.230 -2.105 3.092
C 0.278 3.383 -0.491
C 1.620 3.718 1.924
C 2.517 1.806 0.035
C -2.755 -1.774 -0.712
C -2.166 -2.814 1.783
C -0.134 -2.499 -0.172
H -2.121 2.181 -4.296
H -3.423 2.551 -2.133
H 4.246 -2.553 3.513
H 4.931 -1.865 2.021
H 3.937 -3.327 1.941
H 3.096 0.078 4.093
H 1.938 0.834 2.954
H 3.686 0.782 2.569
H 1.417 -3.173 3.283
H 0.306 -2.001 2.516
H 1.082 -1.599 4.058
H 0.887 4.282 -0.622
H -0.740 3.740 -0.209
H 0.289 2.854 -1.473
H 2.345 4.304 1.344
H 2.100 3.311 2.818
H 0.802 4.371 2.242
H 3.388 2.302 0.466
H 2.453 2.007 -1.032
H 2.624 0.727 0.157
H -2.966 -2.845 -0.817
H -2.396 -1.408 -1.676
H -3.662 -1.220 -0.446
H -2.610 -3.649 1.230
H -2.939 -2.339 2.397
H -1.394 -3.199 2.453
H -0.485 -3.469 -0.529
H 0.684 -2.645 0.539
H 0.247 -1.911 -1.011
C -0.122 -0.155 -2.980
C 1.008 -0.550 -3.729
C 0.874 -1.625 -4.597
C -0.404 -2.184 -4.794
C -1.555 -1.607 -4.258
C -1.435 -0.457 -3.474
O 0.047 0.334 -1.752
H 2.298 -1.160 0.879
H 1.964 -0.057 -3.516
H 1.744 -2.005 -5.106
H -0.491 -3.081 -5.403
H -2.547 -2.012 -4.478
H -2.285 0.160 -3.217
C -2.761 0.847 3.223
O -2.956 1.102 1.798
H -1.823 1.324 3.530
H -2.685 -0.238 3.392
H -3.576 1.273 3.821
H -3.922 1.211 1.651
*
```

Lowest unoccupied orbital energy (alpha / beta), hartree: -0.30682 / -0.40571
E_HOMO (alpha / beta), eV: -16.79 / -16.80
<S²>: 0.779
HOMO-LUMO gap (alpha / beta), eV: 8.445 / 5.756

Let us look at the Löwdin charges, expressed in e, one per atom:
1 Yb 1.2352
2 P 0.9039
3 P 0.7910
4 P 0.7861
5 H 0.1112
6 C -0.0209
7 C -0.1886
8 H 0.0801
9 C -0.1803
10 C -0.2192
11 C -0.1980
12 C -0.3759
13 C -0.2598
14 C -0.2651
15 C -0.2847
16 C -0.2531
17 C -0.2818
18 H 0.1021
19 H 0.1015
20 H 0.0864
21 H 0.0757
22 H 0.0770
23 H 0.0899
24 H 0.0258
25 H 0.0717
26 H 0.0895
27 H -0.0167
28 H 0.0839
29 H 0.0897
30 H 0.0299
31 H 0.0200
32 H 0.0646
33 H 0.0428
34 H 0.0573
35 H 0.0577
36 H 0.0435
37 H -0.0151
38 H 0.0636
39 H -0.0157
40 H 0.0477
41 H 0.0587
42 H 0.0399
43 H 0.0338
44 H 0.0650
45 H -0.0074
46 H 0.0138
47 C -0.3619
48 C 0.0440
49 C 0.0085
50 C 0.0227
51 C -0.0088
52 C -0.0355
53 O -0.2095
54 H 0.0354
55 H 0.1435
56 H 0.1320
57 H 0.1410
58 H 0.1431
59 H 0.0939
60 C -0.0990
61 O -0.2524
62 H 0.0800
63 H 0.0652
64 H 0.1028
65 H 0.0985

---

A molecular structure, C18H42AlF3NO3, computed with ωB97M-V/def2-TZVPD.

The geometry in ORCA input format:
```
! RIJCOSX wB97M-V def2-TZVPD def2/J DEFGRID3
* xyz -1 1
N -1.510 -1.126 -1.210
C -0.400 -0.153 -1.108
C -0.744 1.249 -1.672
C -0.660 2.369 -0.625
C -1.780 3.412 -0.724
C -3.062 2.997 0.049
Al -4.371 1.764 -0.911
C -6.182 2.691 -1.162
C -7.399 1.818 -1.557
C -7.303 0.386 -1.169
F -6.744 -0.450 -2.089
C -7.656 -0.147 0.017
F -6.893 -0.875 0.816
F -8.877 -0.029 0.564
H -2.163 -0.954 -0.455
H -2.013 -0.976 -2.075
H -0.149 -0.098 -0.049
H 0.452 -0.589 -1.636
H -1.753 1.180 -2.075
H -0.054 1.429 -2.499
H -0.705 1.910 0.367
H 0.312 2.869 -0.699
H -1.394 4.327 -0.250
H -2.012 3.664 -1.763
H -2.732 2.590 1.011
H -3.600 3.931 0.263
H -4.539 0.418 -0.006
H -3.860 1.255 -2.372
H -6.087 3.484 -1.912
H -6.432 3.201 -0.223
H -7.535 1.886 -2.642
H -8.338 2.197 -1.132
C 2.993 -1.921 2.996
C 1.957 -1.833 1.885
C 1.866 -3.133 1.101
O 2.267 -0.757 1.006
H 3.987 -2.110 2.582
H 3.049 -0.982 3.547
H 2.755 -2.722 3.698
H 0.981 -1.598 2.312
H 2.826 -3.357 0.625
H 1.119 -3.047 0.311
H 1.596 -3.970 1.748
H 3.125 -0.929 0.605
C 3.254 2.049 -5.676
C 1.935 1.334 -5.418
C 1.139 1.159 -6.703
O 1.166 2.049 -4.460
H 3.071 3.049 -6.079
H 3.811 2.167 -4.747
H 3.873 1.498 -6.387
H 2.131 0.356 -4.975
H 0.895 2.134 -7.135
H 0.199 0.647 -6.500
H 1.698 0.583 -7.443
H 0.971 2.921 -4.820
C 4.018 -3.497 6.616
C 5.325 -3.345 5.852
C 6.525 -3.535 6.769
O 5.384 -2.067 5.224
H 3.947 -2.739 7.401
H 3.168 -3.358 5.950
H 3.941 -4.482 7.080
H 5.364 -4.077 5.044
H 6.524 -2.777 7.558
H 7.454 -3.422 6.210
H 6.517 -4.520 7.237
H 5.349 -1.397 5.915
*
```

Lowest unoccupied orbital energy, hartree: 0.07831
E_HOMO, eV: -4.58
HOMO-LUMO gap, eV: 6.715

Let us look at the Löwdin charges, expressed in e, one per atom:
1 N -0.0159
2 C -0.2796
3 C -0.1993
4 C -0.2249
5 C -0.3182
6 C -0.2975
7 Al 0.2910
8 C -0.2825
9 C -0.2376
10 C -0.2649
11 F 0.0338
12 C -0.3091
13 F 0.1057
14 F 0.0893
15 H 0.0366
16 H 0.0465
17 H 0.0825
18 H 0.0868
19 H 0.0308
20 H 0.0751
21 H 0.0941
22 H 0.0967
23 H 0.0805
24 H 0.0902
25 H 0.0310
26 H 0.0303
27 H -0.0769
28 H -0.0772
29 H 0.0330
30 H 0.0373
31 H 0.1018
32 H 0.1057
33 C -0.0714
34 C -0.4974
35 C -0.0602
36 O -0.0554
37 H 0.0798
38 H 0.0799
39 H 0.0633
40 H 0.1399
41 H 0.0778
42 H 0.0776
43 H 0.0760
44 H 0.0853
45 C -0.0688
46 C -0.4991
47 C -0.0653
48 O -0.0532
49 H 0.0777
50 H 0.0772
51 H 0.0748
52 H 0.1391
53 H 0.0787
54 H 0.0819
55 H 0.0753
56 H 0.0913
57 C -0.0599
58 C -0.5013
59 C -0.0678
60 O -0.0584
61 H 0.0826
62 H 0.0647
63 H 0.0795
64 H 0.1383
65 H 0.0793
66 H 0.0771
67 H 0.0774
68 H 0.0886

---

A molecular structure, C18H42AlO8S2, computed with ωB97M-V/def2-TZVPD.

The geometry in ORCA input format:
```
! RIJCOSX wB97M-V def2-TZVPD def2/J DEFGRID3
* xyz -1 1
C 2.819 -0.234 -0.195
C 2.721 1.157 -0.795
C 1.311 1.686 -0.938
O 0.521 1.362 0.166
C -0.875 1.625 -0.081
Al -1.975 0.014 -0.699
S -3.509 0.813 -2.180
S -3.211 -0.671 1.130
C -0.734 -1.468 -1.310
C -0.718 -1.909 -2.731
O -1.363 -1.482 -3.631
H 3.783 -0.410 0.255
H 2.032 -0.382 0.526
H 2.684 -0.982 -0.969
H 3.172 1.200 -1.774
H 3.274 1.838 -0.158
H 1.377 2.776 -1.004
H 0.822 1.332 -1.849
H -1.312 1.969 0.848
H -1.006 2.451 -0.780
H -2.846 1.839 -2.729
H -2.978 -1.990 1.204
H 0.278 -1.136 -1.102
H -0.846 -2.374 -0.719
H 0.010 -2.727 -2.966
C 3.325 6.163 -3.260
O 4.559 6.333 -2.589
C 4.569 5.872 -1.248
C 5.770 5.003 -0.930
O 5.807 3.737 -1.568
C 6.008 3.663 -2.970
C 7.372 4.087 -3.479
O 7.606 5.480 -3.346
C 8.856 5.824 -2.791
H 2.650 6.998 -3.045
H 3.531 6.137 -4.330
H 2.838 5.224 -2.981
H 3.654 5.317 -1.018
H 4.607 6.753 -0.594
H 5.707 4.770 0.137
H 6.706 5.546 -1.068
H 5.209 4.172 -3.512
H 5.906 2.600 -3.205
H 7.420 3.842 -4.548
H 8.146 3.508 -2.964
H 9.168 5.114 -2.019
H 8.755 6.806 -2.328
H 9.626 5.880 -3.568
C -6.579 -7.529 5.453
O -6.650 -7.036 4.134
C -7.857 -6.364 3.814
C -7.630 -5.029 3.131
O -7.054 -4.011 3.929
C -5.694 -4.111 4.327
C -4.661 -3.982 3.225
O -4.676 -5.089 2.336
C -4.660 -4.739 0.965
H -7.058 -8.512 5.527
H -5.525 -7.627 5.714
H -7.047 -6.844 6.168
H -8.468 -6.209 4.710
H -8.420 -7.005 3.123
H -8.621 -4.645 2.870
H -7.091 -5.150 2.190
H -5.525 -5.009 4.925
H -5.540 -3.262 4.998
H -3.671 -3.946 3.695
H -4.814 -3.042 2.687
H -5.229 -3.826 0.769
H -5.120 -5.556 0.407
H -3.633 -4.606 0.610
*
```

Lowest unoccupied orbital energy, hartree: 0.08319
E_HOMO, eV: -4.60
HOMO-LUMO gap, eV: 6.862

Let us look at the Löwdin charges, expressed in e, one per atom:
1 C -0.1037
2 C -0.2262
3 C -0.2915
4 O -0.2362
5 C -0.2723
6 Al -0.2204
7 S 0.3285
8 S 0.3275
9 C -0.2082
10 C -0.3982
11 O 0.0139
12 H 0.0600
13 H 0.0661
14 H 0.0636
15 H 0.0976
16 H 0.0969
17 H 0.1114
18 H 0.1191
19 H 0.0452
20 H 0.0406
21 H -0.2661
22 H -0.2962
23 H 0.0321
24 H 0.0512
25 H 0.1030
26 C -0.1089
27 O -0.1969
28 C -0.1941
29 C -0.1818
30 O -0.1213
31 C -0.1811
32 C -0.1961
33 O -0.1936
34 C -0.1200
35 H 0.0866
36 H 0.0864
37 H 0.0855
38 H 0.1216
39 H 0.1254
40 H 0.1282
41 H 0.1104
42 H 0.1133
43 H 0.1289
44 H 0.1254
45 H 0.1214
46 H 0.0852
47 H 0.0860
48 H 0.0844
49 C -0.1211
50 O -0.1923
51 C -0.1992
52 C -0.1854
53 O -0.1183
54 C -0.1779
55 C -0.1967
56 O -0.1985
57 C -0.1102
58 H 0.0836
59 H 0.0865
60 H 0.0850
61 H 0.1194
62 H 0.1238
63 H 0.1271
64 H 0.1139
65 H 0.1098
66 H 0.1278
67 H 0.1290
68 H 0.1040
69 H 0.0900
70 H 0.0830
71 H 0.0839